A) This record from the OMol25 dataset describes a 2-piece molecular cluster, CBrO3 overall. The level of theory is ωB97M-V with the def2-TZVPD basis set.

The geometry in XYZ format:
```
5
CBrO3 ωB97M-V with the def2-TZVPD basis set
C -1.604 0.087 0.213
O -1.729 0.727 1.186
O -1.597 -0.480 -0.772
O 1.620 0.124 -0.287
Br 3.310 -0.459 -0.341
```

Summary:
Frontier orbital gap: 0.2229 Eh
LUMO: 3.394 eV
Net charge: -1



B) This record from the OMol25 dataset describes a 2-piece molecular cluster, CBrO3 overall. The level of theory is ωB97M-V with the def2-TZVPD basis set.

The geometry in XYZ format:
```
5
CBrO3 ωB97M-V with the def2-TZVPD basis set
C -0.982 -0.127 0.345
O -1.179 0.597 1.244
O -1.238 -0.925 -0.432
O 1.721 0.946 -1.060
Br 1.678 -0.492 -0.097
```

Summary:
Frontier orbital gap: 0.2447 Eh
LUMO: 3.785 eV
Net charge: -1



Most stable = A)



A) This record from the OMol25 dataset describes an isolated molecule of C9H12O2. The level of theory is ωB97M-V with the def2-TZVPD basis set.

The geometry in XYZ format:
```
23
C9H12O2 ωB97M-V with the def2-TZVPD basis set
C -0.047 0.076 2.413
C -0.695 0.426 1.052
C -2.038 -0.166 0.735
O -0.947 1.813 1.160
C 0.364 0.209 -0.060
C 1.127 -1.016 -0.045
C 1.741 -1.457 -1.222
C 1.301 -0.914 -2.503
C 0.499 0.139 -2.564
C 0.181 0.921 -1.347
O 1.182 1.248 -0.450
H -0.616 0.377 3.246
H 0.950 0.555 2.458
H 0.012 -0.974 2.510
H -2.613 0.163 1.574
H -2.417 0.322 -0.058
H -2.292 -1.213 0.676
H -0.195 2.246 0.781
H 1.185 -1.441 0.915
H 2.279 -2.368 -1.024
H 1.586 -1.293 -3.458
H 0.034 0.587 -3.423
H -0.581 1.759 -1.367
```

Summary:
Frontier orbital gap: 0.3456 Eh
LUMO: 0.496 eV
Structure (SMILES): CC(C)(O)[C@@]12C=CC=C[C@@H]1O2
Net charge: 0



B) This record from the OMol25 dataset describes an isolated molecule of C9H12O2. The level of theory is ωB97M-V with the def2-TZVPD basis set.

The geometry in XYZ format:
```
23
C9H12O2 ωB97M-V with the def2-TZVPD basis set
O 3.290 0.727 -0.912
C 2.242 0.903 -0.324
C 1.211 -0.202 -0.170
C 0.450 -0.486 -1.498
C -1.026 -0.147 -1.178
C -1.587 -1.223 -0.262
C -0.834 -0.952 1.036
C 0.034 0.244 0.735
C 0.474 0.966 2.026
O 0.385 2.182 2.138
C -0.893 0.974 -0.199
H 1.869 1.908 -0.301
H 1.682 -1.099 0.234
H 0.648 -1.546 -1.794
H 0.791 0.150 -2.326
H -1.619 0.075 -2.053
H -1.330 -2.225 -0.577
H -2.654 -1.089 -0.135
H -1.540 -0.755 1.869
H -0.258 -1.850 1.298
H 0.884 0.333 2.816
H -1.865 1.291 0.186
H -0.352 1.822 -0.611
```

Summary:
Frontier orbital gap: 0.3797 Eh
LUMO: 0.583 eV
Structure (SMILES): O=C[C@@H]1C[C@H]2CC[C@]1(C=O)C2
Net charge: 0



Most stable = B)



A) This record from the OMol25 dataset describes a 2-piece molecular cluster, C5H14OS overall. The level of theory is ωB97M-V with the def2-TZVPD basis set.

The geometry in XYZ format:
```
21
C5H14OS ωB97M-V with the def2-TZVPD basis set
C -0.062 -0.628 2.843
C 1.286 -0.447 2.168
C 1.527 0.861 1.388
C 0.377 1.294 0.518
S 0.129 0.036 -0.750
C 1.566 0.325 -1.842
H -0.291 0.316 3.311
H -0.829 -0.772 2.038
H -0.229 -1.494 3.502
H 1.704 -1.346 1.675
H 2.078 -0.551 3.005
H 2.506 0.678 0.903
H 1.878 1.713 1.993
H -0.502 1.589 1.100
H 0.711 2.252 0.084
H 2.240 1.097 -1.453
H 1.258 0.609 -2.841
H 2.082 -0.621 -1.849
O -4.353 -1.354 -3.004
H -4.670 -0.633 -3.549
H -3.474 -1.582 -3.312
```

Summary:
Frontier orbital gap: 0.3354 Eh
LUMO: 0.704 eV
Structure (SMILES): CCCCSC.O
Net charge: 0



B) This record from the OMol25 dataset describes a 2-piece molecular cluster, C5H14OS overall. The level of theory is ωB97M-V with the def2-TZVPD basis set.

The geometry in XYZ format:
```
21
C5H14OS ωB97M-V with the def2-TZVPD basis set
C -1.837 -1.363 1.240
C -2.019 -0.118 0.380
C -0.702 0.618 0.094
C -0.445 1.071 -1.340
S 1.332 1.352 -1.655
C 2.118 -0.258 -1.688
H -2.683 -1.551 1.866
H -1.703 -2.274 0.646
H -0.970 -1.291 1.883
H -2.681 0.562 0.940
H -2.613 -0.278 -0.511
H 0.088 -0.074 0.395
H -0.586 1.468 0.762
H -0.780 0.333 -2.065
H -0.842 2.076 -1.496
H 2.124 -0.780 -0.737
H 3.147 0.020 -1.942
H 1.793 -0.905 -2.492
O 2.089 0.249 1.992
H 3.021 -0.003 2.088
H 2.149 1.145 1.640
```

Summary:
Frontier orbital gap: 0.3381 Eh
LUMO: 0.731 eV
Structure (SMILES): CCCCSC.O
Net charge: 0



Most stable = B)



A) This record from the OMol25 dataset describes a 3-piece molecular cluster, C4H13NO2S overall. The level of theory is ωB97M-V with the def2-TZVPD basis set.

The geometry in XYZ format:
```
21
C4H13NO2S ωB97M-V with the def2-TZVPD basis set
C 1.223 -0.915 -0.200
C 0.691 0.522 0.022
C 0.832 1.386 -1.241
S 2.676 1.698 -1.515
N -0.705 0.630 0.451
C -1.008 0.212 1.821
O -0.811 -1.141 2.078
H 0.576 -1.451 -0.902
H 2.234 -0.774 -0.589
H 1.238 -1.412 0.762
H 1.363 0.938 0.794
H 0.226 2.306 -1.209
H 0.508 0.910 -2.154
H 2.257 0.489 -2.867
H -1.004 1.590 0.320
H -2.016 0.573 2.059
H -0.252 0.698 2.456
H -1.513 -1.669 1.658
H -1.580 -1.005 -0.443
H -2.620 -1.970 -1.074
O -2.314 -1.614 -0.229
```

Summary:
Frontier orbital gap: 0.3131 Eh
LUMO: -0.718 eV
Net charge: 0



B) This record from the OMol25 dataset describes a 3-piece molecular cluster, C4H13NO2S overall. The level of theory is ωB97M-V with the def2-TZVPD basis set.

The geometry in XYZ format:
```
21
C4H13NO2S ωB97M-V with the def2-TZVPD basis set
C -2.441 0.189 0.208
O -3.117 -1.038 -0.154
C -0.931 0.046 -0.075
C -0.232 1.300 0.512
C 1.304 1.311 0.564
S 1.910 -0.184 1.417
N -0.795 -0.015 -1.517
H -2.689 0.432 1.218
H -2.932 0.921 -0.353
H -3.444 -1.528 0.599
H -0.444 -0.788 0.472
H -0.631 1.441 1.535
H -0.437 2.223 -0.059
H 1.733 1.212 -0.450
H 1.851 2.161 0.963
H 0.292 -0.039 2.470
H -1.533 -0.373 -2.098
H 0.197 0.077 -1.818
H 1.910 -1.899 -2.437
H 2.463 -1.235 -1.185
O 2.200 -1.039 -2.094
```

Summary:
Frontier orbital gap: 0.2836 Eh
LUMO: -0.701 eV
Net charge: 0



Most stable = A)